Record 1
The ion CH8N5 with charge +1 in a non-equilibrium geometry, computed with ωB97M-V/def2-TZVPD.

Each line ends with the Löwdin charge.
Geometry (Å):
C: 0.851 0.614 -0.111  -0.167
N: 0.396 1.093 2.184  0.006
N: 1.068 0.271 1.225  -0.127
N: -0.328 -0.084 -0.801  0.049
N: -0.333 -0.974 -1.735  0.051
N: -1.455 -1.528 -1.992  0.140
H: 1.711 0.297 -0.712  0.133
H: 0.686 1.686 -0.215  0.135
H: 0.837 2.013 2.131  0.088
H: -1.212 0.100 -0.305  0.165
H: 0.595 0.722 3.107  0.088
H: -1.495 -2.229 -2.719  0.150
H: 0.999 -0.715 1.451  0.133
H: -2.320 -1.266 -1.507  0.155

Properties
- HOMO energy: -12.346 eV
- HOMO-LUMO gap: 7.52 eV
- SMILES string: NNCNN=[NH2+]
- 2S+1: 1
- LUMO energy: -4.83 eV
- Net charge: +1
- Energy above the lowest of the compared OMol25 structures with the same formula, charge and spin: 87.8 kcal/mol

Record 2
A structure of composition C24H21ClFeN2S in a non-equilibrium geometry, computed with ωB97M-V/def2-TZVPD.

Each line ends with the Löwdin charge.
Geometry (Å):
Fe: -0.402 -1.361 -1.502  0.395
N: -2.488 -3.043 0.119  0.157
C: -1.198 -3.581 0.387  -0.256
C: -1.066 -4.555 1.399  -0.005
C: 0.128 -5.292 1.466  -0.036
C: 1.228 -4.944 0.653  -0.009
C: 1.083 -3.876 -0.245  -0.094
C: -0.053 -3.111 -0.400  -0.095
C: 1.312 -1.189 -2.294  -0.226
C: 2.675 -1.310 -2.477  -0.090
C: 3.355 -0.429 -3.286  -0.059
C: 2.607 0.596 -3.884  -0.061
C: 1.248 0.646 -3.687  -0.116
C: 0.558 -0.240 -2.872  -0.188
H: -2.576 -2.786 -0.883  -0.020
H: -3.254 -3.665 0.445  0.134
H: -1.907 -4.760 2.075  0.126
H: 0.215 -6.116 2.190  0.122
H: 2.197 -5.488 0.725  0.137
H: 1.944 -3.644 -0.852  0.079
H: 3.130 -2.219 -1.996  0.106
H: 4.401 -0.481 -3.439  0.100
H: 3.152 1.311 -4.520  0.123
H: 0.751 1.497 -4.097  0.093
Cl: -2.112 -1.632 -2.683  0.215
N: -0.856 -0.138 -0.029  -0.384
S: -0.011 0.669 1.131  1.124
C: 0.899 1.986 0.393  -0.452
C: 1.814 2.576 1.234  -0.083
C: 2.486 3.714 0.783  -0.052
C: 2.205 4.240 -0.471  -0.041
C: 1.228 3.611 -1.283  -0.040
C: 0.614 2.433 -0.871  -0.091
C: -1.441 1.510 1.955  -0.354
C: -1.891 2.782 1.589  -0.046
C: -3.107 3.228 2.105  -0.049
C: -3.845 2.458 3.024  -0.050
C: -3.193 1.359 3.565  -0.075
C: -1.995 0.879 3.038  -0.107
H: -1.795 -0.381 0.325  0.031
H: 2.025 2.157 2.192  0.108
H: 3.093 4.305 1.473  0.119
H: 2.732 5.086 -0.849  0.104
H: 0.937 4.102 -2.212  0.117
H: -0.106 1.873 -1.515  0.113
H: -1.274 3.371 0.923  0.110
H: -3.525 4.172 1.785  0.112
H: -4.851 2.750 3.332  0.119
H: -3.601 0.798 4.432  0.125
H: -1.473 0.133 3.609  0.110

Properties
- HOMO energy (spin up / spin down): -11.314 / -11.689 eV
- HOMO-LUMO gap (spin up / spin down): 8.47 / 5.66 eV
- 2S+1: 6
- LUMO energy (spin up / spin down): -2.85 / -6.02 eV
- Net charge: +1
- <S²>: 8.895
- Energy above the lowest of the compared OMol25 structures with the same formula, charge and spin: 0.0 kcal/mol

Record 3
The molecule C6H6, computed with ωB97M-V/def2-TZVPD.

Each line ends with the Löwdin charge.
Geometry (Å):
C: 2.310 -0.314 1.056  -0.107
C: 0.901 0.018 0.849  -0.081
C: -0.255 0.269 0.623  -0.046
C: -1.632 0.504 0.165  -0.217
C: -1.736 0.100 -1.247  -0.146
C: -1.718 -0.262 -2.394  0.108
H: 2.423 -1.365 1.336  0.077
H: 2.873 -0.150 0.130  0.079
H: 2.760 0.301 1.841  0.075
H: -1.905 1.560 0.277  0.118
H: -2.345 -0.068 0.772  0.118
H: -1.678 -0.592 -3.408  0.024

Properties
- HOMO energy: -9.587 eV
- HOMO-LUMO gap: 10.59 eV
- SMILES string: C#CCC#CC
- 2S+1: 1
- LUMO energy: 1.00 eV
- Net charge: 0
- Energy above the lowest of the compared OMol25 structures with the same formula, charge and spin: 84.5 kcal/mol

Record 4
The molecule C3H3N3 in a non-equilibrium geometry, computed with ωB97M-V/def2-TZVPD.

Each line ends with the Löwdin charge.
Geometry (Å):
N: -0.863 -0.917 -0.013  0.027
C: 0.168 0.118 0.318  -0.347
C: 1.505 -0.163 -0.235  -0.163
N: 2.534 -0.498 -0.646  0.167
C: -0.286 1.502 0.107  -0.165
N: -0.748 2.556 -0.019  0.168
H: -1.736 -0.541 -0.324  0.078
H: -0.483 -1.719 -0.477  0.079
H: -0.092 -0.339 1.290  0.154

Properties
- HOMO energy: -10.351 eV
- HOMO-LUMO gap: 10.73 eV
- SMILES string: N#CC(N)C#N
- 2S+1: 1
- LUMO energy: 0.38 eV
- Net charge: 0
- Energy above the lowest of the compared OMol25 structures with the same formula, charge and spin: 52.0 kcal/mol

Record 5
A cluster of 2 separate species, C2H5N3O in total in a non-equilibrium geometry, computed with ωB97M-V/def2-TZVPD.

Each line ends with the Löwdin charge.
Geometry (Å):
C: 1.900 -0.124 -0.194  -0.290
C: -0.364 0.277 -0.357  -0.127
N: 2.875 -0.001 0.417  0.188
N: -0.343 1.160 0.755  0.136
N: 0.775 -0.256 -0.863  0.095
O: -1.565 -1.412 0.629  -0.361
H: -1.294 0.218 -0.886  0.120
H: 0.555 1.240 1.169  0.075
H: -1.259 0.981 1.164  0.112
H: 0.821 -0.800 -1.689  0.162
H: -2.102 -1.283 -0.147  -0.110

Properties
- HOMO energy (spin up / spin down): -8.575 / -8.572 eV
- HOMO-LUMO gap (spin up / spin down): 8.60 / 8.59 eV
- 2S+1: 1
- LUMO energy (spin up / spin down): 0.02 / 0.02 eV
- Net charge: 0
- Energy above the lowest of the compared OMol25 structures with the same formula, charge and spin: 97.9 kcal/mol

Record 6
The molecule C7H10N2O3 in a non-equilibrium geometry, computed with ωB97M-V/def2-TZVPD.

Each line ends with the Löwdin charge.
Geometry (Å):
C: 0.942 1.336 1.188  -0.072
C: 1.071 1.425 -0.149  -0.086
C: 0.097 0.267 1.726  -0.006
C: 0.693 0.403 -1.067  -0.282
C: -0.538 -0.211 -1.138  -0.154
C: -1.113 -0.166 1.116  -0.332
C: 1.931 -0.213 -1.671  -0.040
N: -1.493 -1.453 1.417  0.132
N: -2.104 0.790 0.805  -0.359
O: -3.264 0.390 0.734  0.077
O: -1.786 1.971 0.616  0.074
O: -0.611 -1.533 -1.493  0.027
H: 1.580 1.680 2.013  0.116
H: 1.840 2.136 -0.432  0.111
H: 0.693 -0.389 2.308  0.099
H: -1.461 0.312 -1.354  0.144
H: 1.595 -0.718 -2.607  0.095
H: 2.271 -0.937 -0.930  0.093
H: 2.623 0.607 -1.919  0.096
H: -2.381 -1.578 1.032  0.064
H: -0.861 -2.242 1.234  0.121
H: 0.278 -1.879 -1.429  0.080

Properties
- HOMO energy (spin up / spin down): -8.236 / -8.237 eV
- HOMO-LUMO gap (spin up / spin down): 7.54 / 7.54 eV
- SMILES string: CC(/C=C\C=C(\N)[N+](=O)[O-])=C\O
- 2S+1: 1
- LUMO energy (spin up / spin down): -0.70 / -0.70 eV
- Net charge: 0
- Energy above the lowest of the compared OMol25 structures with the same formula, charge and spin: 163.5 kcal/mol

Record 7
A cluster of 2 separate species, C3H7N3 in total in a non-equilibrium geometry, computed with ωB97M-V/def2-TZVPD.

Each line ends with the Löwdin charge.
Geometry (Å):
C: -1.798 0.075 0.249  -0.090
N: 1.319 0.624 1.125  0.029
C: -1.209 -0.155 -1.142  -0.381
C: 0.904 -0.880 -0.625  -0.113
N: -1.744 1.077 -0.516  0.119
N: 0.139 -0.268 -1.451  -0.019
H: 1.906 1.206 0.543  0.040
H: 1.744 0.556 2.045  0.039
H: -1.857 -0.619 -1.890  0.116
H: 0.403 1.077 1.188  0.025
H: -2.271 -0.177 1.177  0.088
H: 0.543 -1.454 0.236  0.075
H: 1.922 -1.064 -0.940  0.071

Properties
- HOMO energy: -8.763 eV
- HOMO-LUMO gap: 9.73 eV
- SMILES string: C=N[C@H]1C=N1.N
- 2S+1: 1
- LUMO energy: 0.96 eV
- Net charge: 0
- Energy above the lowest of the compared OMol25 structures with the same formula, charge and spin: 75.4 kcal/mol

Record 8
The molecule C9H8OS in a non-equilibrium geometry, computed with ωB97M-V/def2-TZVPD.

Each line ends with the Löwdin charge.
Geometry (Å):
C: -1.409 -1.682 -2.365  0.046
C: -1.195 -0.839 -1.576  -0.007
C: 2.459 -1.028 0.981  -0.206
C: 1.077 -0.944 0.888  -0.148
C: 3.079 -0.235 0.023  -0.402
C: 0.612 -0.045 -0.099  -0.495
C: -2.012 1.647 1.314  0.098
C: -1.539 0.498 0.755  -0.093
C: -0.735 0.498 -0.449  -0.544
O: -0.641 1.623 -1.177  -0.011
S: 1.939 0.508 -1.007  1.093
H: -1.600 -2.482 -3.089  0.039
H: 3.005 -1.480 1.927  0.145
H: 0.456 -1.388 1.788  0.149
H: 4.055 -0.267 -0.226  0.017
H: -2.670 1.872 2.080  0.041
H: -1.708 2.508 0.842  0.033
H: -1.707 -0.444 1.126  0.085
H: -1.465 1.680 -1.735  0.160

Properties
- HOMO energy: -8.492 eV
- HOMO-LUMO gap: 9.06 eV
- SMILES string: C#C[C@@](O)(C=C)c1cccs1
- 2S+1: 1
- LUMO energy: 0.57 eV
- Net charge: 0
- Energy above the lowest of the compared OMol25 structures with the same formula, charge and spin: 128.0 kcal/mol

Record 9
A cluster of 2 separate species, C6H6 in total in a non-equilibrium geometry, computed with ωB97M-V/def2-TZVPD.

Each line ends with the Löwdin charge.
Geometry (Å):
C: -3.410 -0.888 -0.165  -0.075
C: -2.664 0.014 0.105  -0.017
C: 0.238 0.898 -0.257  -0.174
C: 1.229 0.169 -0.681  -0.179
C: -0.745 1.435 0.267  0.041
C: 2.110 -0.520 0.242  -0.093
H: -4.184 -1.645 0.004  0.017
H: 1.423 0.073 -1.805  0.140
H: -1.053 2.324 0.901  0.088
H: 3.260 -0.094 0.065  0.156
H: 1.995 -1.559 0.169  0.064
H: 1.801 -0.207 1.155  0.033

Properties
- HOMO energy (spin up / spin down): -7.553 / -9.969 eV
- HOMO-LUMO gap (spin up / spin down): 8.57 / 7.05 eV
- 2S+1: 3
- LUMO energy (spin up / spin down): 1.01 / -2.91 eV
- Net charge: 0
- <S²>: 2.027
- Energy above the lowest of the compared OMol25 structures with the same formula, charge and spin: 87.3 kcal/mol

Record 10
The molecule C3H3FN2 in a non-equilibrium geometry, computed with ωB97M-V/def2-TZVPD.

Each line ends with the Löwdin charge.
Geometry (Å):
C: 1.171 1.190 0.021  -0.194
C: 0.424 0.027 -0.095  -0.313
C: -1.027 -0.002 0.199  -0.030
N: 1.952 2.033 0.099  0.195
N: 1.217 -1.023 -0.371  0.097
F: 0.588 -2.186 -0.454  -0.035
H: -1.423 -1.082 0.377  0.124
H: -1.698 0.243 -0.629  0.091
H: -1.202 0.800 0.852  0.064

Properties
- HOMO energy: -10.930 eV
- HOMO-LUMO gap: 10.56 eV
- SMILES string: C/C(C#N)=N\F
- 2S+1: 1
- LUMO energy: -0.37 eV
- Net charge: 0
- Energy above the lowest of the compared OMol25 structures with the same formula, charge and spin: 72.8 kcal/mol

Record 11
A cluster of 11 separate species, C5H32N2O11 in total in a non-equilibrium geometry, computed with ωB97M-V/def2-TZVPD.

Each line ends with the Löwdin charge.
Geometry (Å):
N: -1.145 -2.150 1.795  0.046
C: -1.994 -1.258 0.975  -0.180
C: -1.216 -0.193 0.254  -0.459
N: -1.331 -0.088 -1.094  0.083
C: -2.290 -0.787 -1.938  -0.198
C: -1.971 -0.488 -3.413  -0.227
C: -0.524 -0.652 -3.837  -0.096
O: -0.350 0.439 0.854  0.012
H: -0.417 -2.413 1.156  0.034
H: -0.802 -1.571 2.546  0.044
H: -2.768 -0.806 1.609  0.130
H: -2.605 -1.882 0.324  0.089
H: -0.853 0.677 -1.546  0.131
H: -3.319 -0.529 -1.687  0.122
H: -2.288 -1.875 -1.846  0.099
H: -2.646 -1.110 -4.005  0.112
H: -2.294 0.540 -3.550  0.102
H: 0.260 -0.348 -3.142  0.057
H: -0.267 -1.637 -4.227  0.079
H: -0.327 0.041 -4.660  0.073
H: -2.393 3.071 1.459  -0.023
H: -2.051 2.839 -0.046  0.012
O: -2.735 2.938 0.612  -0.034
H: -0.253 4.488 1.503  0.055
H: 0.539 3.412 2.199  0.006
O: -0.312 3.576 1.777  -0.048
H: 2.364 -3.805 0.538  0.027
H: 1.478 -4.823 -0.237  0.013
O: 1.886 -4.630 0.598  -0.037
H: 4.080 2.658 -1.188  0.045
H: 3.168 2.050 -0.133  -0.011
O: 4.085 2.313 -0.290  -0.055
H: 1.636 1.804 2.177  0.005
H: 2.784 2.762 2.206  0.070
O: 2.042 2.472 2.753  -0.052
H: 0.783 -1.061 -1.152  -0.006
H: 1.746 -0.971 0.079  -0.012
O: 1.333 -1.584 -0.569  -0.067
H: -0.234 -4.010 -0.466  0.008
H: -1.618 -4.131 0.105  0.059
O: -1.121 -3.658 -0.574  -0.049
H: 1.884 -0.022 2.095  0.030
H: 3.242 0.320 0.991  0.061
O: 2.354 0.062 1.233  -0.072
H: -0.028 0.199 3.300  0.053
H: 1.226 0.987 3.886  0.045
O: 0.912 0.174 3.494  -0.030
H: 0.751 2.260 0.087  -0.023
H: 0.702 3.624 -0.303  0.021
O: 0.895 2.779 -0.703  -0.044

Properties
- HOMO energy: -9.505 eV
- HOMO-LUMO gap: 9.63 eV
- SMILES string: CCCNC(=O)CN.O.O.O.O.O.O.O.O.O.O
- 2S+1: 1
- LUMO energy: 0.12 eV
- Net charge: 0
- Energy above the lowest of the compared OMol25 structures with the same formula, charge and spin: 56.9 kcal/mol

Record 12
The molecule C6H5FO in a non-equilibrium geometry, computed with ωB97M-V/def2-TZVPD.

Each line ends with the Löwdin charge.
Geometry (Å):
C: -0.294 -0.668 0.069  -0.396
C: -1.556 -0.307 0.936  0.052
C: -1.231 0.348 -0.446  -0.187
C: -0.553 1.692 -0.383  0.020
C: 0.755 1.533 0.034  0.027
C: 1.022 0.078 0.166  -0.302
H: -2.332 -1.115 0.970  0.120
H: -1.377 0.262 1.870  0.116
H: -1.884 0.059 -1.263  0.148
H: -0.992 2.619 -0.672  0.098
H: 1.621 2.186 0.137  0.117
O: 2.132 -0.473 0.242  0.087
F: -0.105 -1.809 -0.582  0.100

Properties
- HOMO energy: -9.721 eV
- HOMO-LUMO gap: 9.65 eV
- SMILES string: O=C1C=C[C@@H]2C[C@]12F
- 2S+1: 1
- LUMO energy: -0.07 eV
- Net charge: 0
- Energy above the lowest of the compared OMol25 structures with the same formula, charge and spin: 25.1 kcal/mol